w) An isolated molecule of CH2N2P2. Source: the OMol25 dataset; level of theory: the ωB97M-V functional and the def2-TZVPD basis.

## Properties
Orbital gap (spin up / spin down) = 0.2361 / 0.2367 Eh
SMILES string = N#P=C[PH]#N
HOMO energy (spin up / spin down) = -0.348 / -0.348 hartree
Molecular weight = 104.0 g mol⁻¹
Spin multiplicity = 1

CARTESIAN COORDINATES (ANGSTROEM)
N -3.642 -0.184 0.009
P -2.660 0.945 0.001
C -0.962 0.544 -0.028
P -0.657 -1.172 0.010
N -1.582 -2.344 -0.016
H -0.175 1.275 0.004
H 0.739 -1.131 -0.001

For each atom in turn, the Löwdin charge in e is: atom 1 (N): -0.254, atom 2 (P): 0.734, atom 3 (C): -0.659, atom 4 (P): 0.552, atom 5 (N): -0.323, atom 6 (H): -0.025, atom 7 (H): -0.024

***

x) An isolated molecule of CH2N2P2. Source: the OMol25 dataset; level of theory: the ωB97M-V functional and the def2-TZVPD basis.

## Properties
Orbital gap = 0.3050 Eh
SMILES string = [H]/P=N/PC#N
HOMO energy = -0.354 hartree
Molecular weight = 104.0 g mol⁻¹
Spin multiplicity = 1

CARTESIAN COORDINATES (ANGSTROEM)
H -2.378 -1.096 1.072
P -2.278 0.105 0.312
N -0.714 0.136 0.316
P 0.480 1.165 -0.199
C 1.854 -0.214 0.031
N 2.624 -1.057 0.053
H 0.412 0.960 -1.585

For each atom in turn, the Löwdin charge in e is: atom 1 (H): -0.153, atom 2 (P): 0.729, atom 3 (N): -0.783, atom 4 (P): 0.710, atom 5 (C): -0.447, atom 6 (N): 0.028, atom 7 (H): -0.085

***

y) A structure of composition CH2N2P2. Source: the OMol25 dataset; level of theory: the ωB97M-V functional and the def2-TZVPD basis.

## Properties
Orbital gap = 0.3042 Eh
HOMO energy = -0.338 hartree
Molecular weight = 104.0 g mol⁻¹
Spin multiplicity = 1

CARTESIAN COORDINATES (ANGSTROEM)
C -0.035 0.796 -0.575
N -0.708 1.884 -0.675
N 0.257 1.633 1.813
P -0.442 2.822 0.975
P 0.919 0.440 0.879
H 0.069 -0.021 -1.344
H 0.454 -0.885 1.016

For each atom in turn, the Löwdin charge in e is: atom 1 (C): -0.603, atom 2 (N): -0.246, atom 3 (N): -0.663, atom 4 (P): 0.813, atom 5 (P): 0.697, atom 6 (H): 0.063, atom 7 (H): -0.061

***

Ranking the structures above from most stable to least stable yields y), x), w).